# 1
Molecular formula: C58H89F17O32
Method: DFT, wB97M-V/def2-TZVPD

Geometry as ORCA input:
```
! RIJCOSX wB97M-V def2-TZVPD def2/J DEFGRID3
* xyz 0 1
F -6.59 0.92 5.65
F 0.38 2.17 -6.63
F -7.02 0.44 -1.26
F 3.07 1.69 -0.64
F 2.74 -3.48 -0.65
F 2.60 -5.22 0.57
F 0.44 -6.72 3.21
F -1.10 -5.27 3.54
F -7.91 0.77 0.62
F 4.46 -4.80 -0.44
F -5.50 0.53 3.76
F -0.43 -3.78 1.13
F -5.74 0.30 0.47
F 0.16 -6.05 5.26
F 2.12 -3.21 -4.55
F -6.51 -1.12 4.79
F 5.95 -2.12 4.34
O -4.57 -1.32 6.43
O 0.61 -3.39 3.76
O -7.12 3.35 0.27
O -5.37 -3.25 2.73
O -1.33 5.08 2.11
O 2.39 -4.78 3.56
O 4.95 -0.52 -6.09
O -0.86 -5.71 0.12
O 5.00 3.12 -5.36
O 3.05 -5.15 -2.97
O 1.82 -6.46 -1.60
O 3.86 -2.39 -5.65
O 3.41 0.93 2.57
O 6.07 -1.46 -0.88
O -5.00 2.71 -0.29
O 1.69 5.36 -0.85
O -7.18 -3.88 -2.66
O 5.97 0.59 -1.92
O -3.55 1.90 2.29
O 5.66 0.66 2.63
O 4.72 -1.32 -3.96
O 2.15 -0.01 -5.11
O -2.14 -7.44 0.85
O 4.52 0.09 -0.28
O -0.65 0.72 -4.00
O -3.00 -5.37 0.64
O -3.67 0.63 5.93
O -1.67 -1.51 -1.05
O 4.44 -1.12 3.01
O 2.19 2.13 -5.31
O 5.52 4.45 0.14
O 3.05 1.16 -3.55
C 1.36 -2.15 3.64
C -4.57 4.07 -0.04
C -2.49 1.11 -2.53
C -3.77 3.71 3.77
C 1.68 1.74 -6.53
C 0.58 6.33 2.54
C 4.52 -1.29 -5.30
C -3.18 4.22 -0.69
C -6.93 -2.88 -1.98
C -0.98 -0.83 -0.36
C 0.71 3.46 -1.88
C 5.39 5.04 1.19
C 1.24 -7.15 -2.78
C 2.66 -5.46 -1.81
C 3.15 -4.71 -0.58
C -2.01 -6.27 0.57
C -4.73 -4.07 4.87
C 2.76 4.60 -2.77
C 5.75 -1.61 3.08
C -3.02 2.56 3.18
C -5.95 -1.87 -2.45
C 4.98 3.30 -7.72
C -2.57 -4.19 0.00
C -4.53 -0.18 5.80
C -1.11 -4.35 0.03
C -3.54 -2.70 8.14
C 0.41 -8.21 -2.16
C 4.39 0.25 2.71
C -2.46 -0.86 -4.15
C 0.18 -5.67 3.93
C -4.46 -3.39 3.54
C -1.12 7.05 0.75
C -1.64 2.37 3.71
C 5.62 -0.37 -1.04
C 1.72 0.22 -6.43
C -1.73 0.35 -3.58
C 1.74 4.54 -1.75
C -7.54 -2.72 -0.62
C 6.58 5.36 1.97
C -0.72 6.14 1.79
C -3.36 -1.77 6.98
C -5.79 0.07 4.98
C 0.49 -0.59 -0.77
C 6.64 -0.44 2.69
C 5.28 1.80 -1.69
C 4.86 3.86 -6.35
C 2.51 1.12 -4.58
C -3.12 -2.89 3.18
C 4.57 5.29 -6.34
C 0.40 -0.99 3.92
C -1.61 -0.12 0.80
C -6.76 1.02 -0.03
C -6.31 2.51 0.02
C 4.04 5.61 1.58
C 4.41 1.45 -0.49
C 4.10 -2.50 -3.41
C 1.23 -4.57 3.73
C 3.48 -3.19 -4.57
H -2.85 -2.11 3.91
H 3.78 5.64 -6.94
H 4.67 1.93 0.47
H 0.05 3.42 -2.77
H 4.05 3.18 -8.29
H 5.54 2.38 -7.83
H -3.11 -2.40 2.18
H -1.91 1.72 -1.86
H 7.15 4.39 2.06
H 2.19 -2.19 4.35
H 1.04 -8.87 -1.55
H 4.05 6.07 2.57
H 3.50 5.34 -2.54
H -2.85 -4.23 -1.05
H -2.13 6.80 0.33
H 5.60 4.02 -8.26
H -0.44 7.07 -0.09
H 6.32 5.77 2.93
H 3.54 6.23 0.83
H 2.38 -0.20 -7.18
H 1.33 5.77 1.91
H 0.74 -0.18 -6.54
H 7.22 6.03 1.45
H 0.06 3.50 -1.01
H -2.35 -1.69 -3.45
H -0.89 0.54 1.33
H -8.34 -2.04 -0.57
H 4.86 -3.05 -2.90
H -3.25 1.69 -3.07
H 2.05 -7.52 -3.39
H -2.75 -0.90 7.27
H 0.80 -1.59 -1.19
H 5.92 -2.57 2.51
H -5.23 4.86 -0.41
H 1.36 2.53 -1.94
H 3.29 -2.16 -2.77
H 0.99 -0.11 3.66
H -1.66 1.93 4.69
H -3.14 0.49 -1.96
H -2.54 3.39 -0.53
H -2.01 -0.90 1.47
H -4.31 -3.47 8.05
H -3.63 -2.23 9.16
H -1.13 3.37 3.69
H -2.98 -3.37 0.52
H -2.45 0.40 0.47
H 3.46 4.67 1.77
H 3.84 -4.17 -4.74
H 4.71 2.16 -2.55
H 0.47 5.97 3.56
H -2.87 -2.29 6.16
H 5.52 5.78 -6.62
H -2.67 -3.36 8.15
H 2.25 4.99 -3.66
H -1.99 -1.20 -5.01
H -2.67 5.14 -0.35
H -4.99 -3.40 5.67
H -3.86 -4.63 5.13
H -0.45 -1.15 3.26
H 2.22 2.21 -7.36
H -0.59 -3.95 -0.81
H -3.52 -0.62 -4.17
H -5.29 -1.54 -1.63
H 0.93 7.32 2.50
H 1.15 -0.10 0.05
H -1.12 1.71 3.02
H -2.25 -3.54 3.33
H -3.11 4.49 4.09
H 4.40 5.74 -5.39
H 7.01 -0.71 1.65
H -5.36 -2.31 -3.28
H -4.58 4.20 1.06
H -8.01 -3.62 -0.27
H -6.85 -2.38 0.11
H -4.59 4.02 3.11
H 6.03 2.54 -1.39
H -0.34 -7.83 -1.47
H 7.41 -0.13 3.34
H -6.55 -1.02 -2.79
H 1.78 -1.97 2.59
H 0.05 -0.87 4.94
H 0.71 -6.46 -3.42
H 0.50 0.14 -1.59
H -4.22 3.38 4.66
H 3.17 3.63 -3.03
H -0.99 8.04 1.22
H -5.53 -4.80 4.68
H -0.15 -8.95 -2.79
H -3.13 4.23 -1.77
*
```

Summary:
Orbital gap   9.57 eV
Maximum force   5.424 eV/A

***

# 2
Molecular formula: C58H94N8O24P6
Method: DFT, wB97M-V/def2-TZVPD

Geometry as ORCA input:
```
! RIJCOSX wB97M-V def2-TZVPD def2/J DEFGRID3
* xyz 0 1
P -15.14 -5.30 16.91
P -22.12 -10.74 25.15
P -25.81 -14.13 22.30
P -21.98 -10.80 12.11
P -16.94 -8.75 13.63
P -21.10 -7.89 19.20
O -23.00 -10.72 23.93
O -23.03 -9.63 11.99
O -16.24 -10.14 13.24
O -19.63 -7.43 19.50
O -20.81 -10.60 11.31
O -21.44 -8.14 17.80
O -21.77 -11.00 13.73
O -21.16 -12.07 25.25
O -22.93 -12.02 11.83
O -18.22 -8.72 12.71
O -17.55 -9.15 15.06
O -26.08 -13.10 23.53
O -24.24 -13.94 21.93
O -22.75 -10.78 26.61
O -14.98 -4.42 15.61
O -26.64 -13.95 21.10
O -25.96 -15.53 22.97
O -16.42 -5.95 17.23
O -21.26 -9.13 20.21
O -21.19 -9.43 25.29
O -13.95 -6.37 16.71
O -22.09 -6.77 19.81
O -14.55 -4.38 18.10
O -16.01 -7.58 13.58
N -21.14 -4.38 17.03
N -26.04 -3.42 23.27
N -18.90 -15.88 19.39
N -27.78 -7.59 22.09
N -21.07 -6.17 26.46
N -18.28 -0.89 18.65
N -23.75 -11.94 17.45
N -18.68 -6.72 22.85
C -23.02 -5.70 24.61
C -25.67 -8.58 21.66
C -17.75 -0.99 16.27
C -20.81 -5.44 25.38
C -17.51 -2.37 16.41
C -23.29 -6.41 25.79
C -17.43 -4.78 22.38
C -24.21 -3.59 21.26
C -24.94 -2.73 23.35
C -18.07 -2.18 18.68
C -22.70 -2.77 17.78
C -23.90 -12.14 16.15
C -14.18 -7.73 17.08
C -18.29 -8.44 11.28
C -17.65 -7.29 23.41
C -16.28 -5.34 23.04
C -18.21 -8.21 15.95
C -19.26 -14.76 18.77
C -22.30 -6.58 26.73
C -16.43 -6.63 23.54
C -24.61 -12.45 18.28
C -25.24 -8.47 22.98
C -20.24 -12.21 26.38
C -24.00 -2.74 22.35
C -18.58 -5.54 22.32
C -25.74 -13.16 17.87
C -26.21 -8.04 23.88
C -21.55 -15.06 19.49
C -14.88 -10.35 13.59
C -22.44 -13.35 12.01
C -13.35 -3.66 17.78
C -23.71 -9.79 27.02
C -26.26 -4.26 22.25
C -21.77 -5.18 24.41
C -25.92 -13.36 16.50
C -24.95 -12.86 15.61
C -20.71 -10.21 14.30
C -24.40 -9.82 12.50
C -19.10 -6.10 19.08
C -23.25 -13.82 22.95
C -15.01 -4.81 14.21
C -22.05 -6.51 21.30
C -25.74 -16.70 22.15
C -21.39 -3.21 17.59
C -27.45 -7.60 23.39
C -23.79 -3.57 17.34
C -22.14 -5.20 16.66
C -23.46 -4.84 16.84
C -22.34 -10.12 20.08
C -19.75 -16.48 20.20
C -18.14 -0.32 17.43
C -20.57 -14.33 18.79
C -25.31 -4.44 21.22
C -26.92 -8.12 21.23
C -17.69 -2.98 17.62
C -26.52 -11.75 23.20
C -20.61 -8.85 24.15
C -21.08 -16.12 20.26
H -24.79 -16.57 21.60
H -22.96 -9.96 20.95
H -21.74 -16.68 20.99
H -23.15 -2.05 22.35
H -24.27 -6.68 26.10
H -19.74 -10.25 13.83
H -25.70 -11.06 23.24
H -22.44 -7.06 27.70
H -14.24 -9.57 13.14
H -26.57 -17.04 21.55
H -15.45 -3.95 13.68
H -21.05 -9.15 14.33
H -24.85 -3.30 17.55
H -24.37 -10.41 13.43
H -20.84 -12.08 27.31
H -20.55 -2.66 17.96
H -14.62 -11.31 13.18
H -13.40 -8.25 16.53
H -17.66 -0.33 15.44
H -18.45 -14.17 18.33
H -26.81 -13.87 16.14
H -20.66 -10.55 15.32
H -24.97 -10.35 11.77
H -25.53 -5.12 20.41
H -19.12 -5.93 17.99
H -17.91 -7.18 15.88
H -21.38 -8.65 23.40
H -22.76 -1.75 18.15
H -26.36 -13.62 18.63
H -21.37 -13.51 11.88
H -18.04 -6.21 19.29
H -19.27 -8.24 15.82
H -13.57 -2.86 17.10
H -19.53 -5.11 21.94
H -18.15 -7.40 10.99
H -25.42 -17.44 22.92
H -28.24 -7.24 24.02
H -17.32 -2.96 15.50
H -14.61 -10.43 14.67
H -20.82 -13.46 18.19
H -17.44 -3.87 21.80
H -21.98 -11.13 20.15
H -22.92 -13.98 11.26
H -19.74 -5.06 25.29
H -26.11 -8.02 24.95
H -17.45 -9.01 10.82
H -21.51 -4.55 23.58
H -15.16 -7.96 16.68
H -22.59 -14.72 19.44
H -22.97 -14.75 23.41
H -18.26 -2.64 19.67
H -19.82 -9.48 23.72
H -22.86 -10.06 19.13
H -12.98 -3.20 18.72
H -24.91 -8.82 20.94
H -23.81 -5.43 23.94
H -15.37 -4.74 23.16
H -22.15 -5.43 21.39
H -27.24 -8.05 20.16
H -23.11 -8.93 27.26
H -14.07 -7.92 18.15
H -27.25 -4.75 22.30
H -27.29 -11.45 23.94
H -19.63 -5.27 19.59
H -23.50 -3.62 20.42
H -24.77 -8.80 12.58
H -15.51 -5.77 14.05
H -21.86 -6.13 16.21
H -25.01 -1.98 24.12
H -25.03 -12.93 14.52
H -27.12 -11.77 22.29
H -17.79 -8.33 23.72
H -24.09 -10.14 27.99
H -22.78 -13.75 12.95
H -22.36 -13.42 22.46
H -18.00 -8.47 16.96
H -17.57 -4.02 17.67
H -23.53 -13.06 23.68
H -19.19 -8.99 11.05
H -13.97 -4.95 13.92
H -24.46 -9.58 26.26
H -19.89 -13.22 26.32
H -19.39 -11.55 26.22
H -24.22 -8.63 23.35
H -12.54 -4.26 17.35
H -19.42 -17.37 20.69
H -20.17 -7.90 24.34
H -21.10 -6.87 21.70
H -24.23 -5.57 16.72
H -15.64 -7.13 24.10
H -24.45 -12.29 19.37
H -22.95 -6.91 21.74
H -18.38 0.74 17.45
H -23.11 -11.79 15.51
*
```

Summary:
Energy relative to the best compared isomer or geometry (same formula, charge and spin)   134.47 kJ/mol
Orbital gap   9.81 eV
Maximum force   3.405 eV/A